ORCA calculation (ωB97M-V/def2-TZVPD) on a cluster of 7 separate species, C39H44N5O6 in total at a distorted geometry.

```
94
C39H44N5O6 ωB97M-V/def2-TZVPD
O 4.00388 2.18189 3.68305
O -7.11750 -3.03298 1.24686
O 0.24454 5.51437 6.07111
O -2.74777 1.84729 -1.04782
O -2.15758 -2.38326 3.87823
O -8.26031 1.37478 -0.18223
N 1.36253 2.54379 -1.87511
N -1.89538 -2.83128 -1.31837
N 5.90421 -0.46365 -2.72946
N 2.42133 -1.33562 -0.91885
N 1.34599 0.02845 0.50949
C 2.43167 3.37248 -2.11063
C 7.60488 -2.69460 -2.84664
C -6.89761 1.57370 -0.17811
C 1.96040 3.70784 6.30061
C -1.35879 -2.02044 -3.47757
C 6.94273 -0.64719 -1.81046
C 2.67353 -2.06194 -2.22286
C 2.65537 -0.15071 0.96632
C -5.85043 -3.03664 1.76620
C 1.20344 -0.76458 -0.61194
C -0.55942 -4.15225 -2.83304
C 2.91519 2.86344 5.70389
C -4.60176 -3.25748 1.09217
C 2.65126 2.80219 -4.52872
C -3.32078 -2.55608 3.20781
C -0.58151 -3.17622 -3.86439
C -1.17949 -3.94258 -1.61462
C -4.66305 0.53531 -0.14358
C -1.97194 -1.88117 -2.22445
C 1.49617 1.98871 -4.19078
C 0.14337 0.41693 1.28671
C -4.11984 1.69904 -0.80968
C -4.58408 -2.20993 3.74731
C 1.17156 4.58340 5.60207
C 3.13270 3.42765 -3.32325
C 1.38086 4.76604 4.24257
C 7.73014 -1.74537 -1.78272
C 5.89115 -1.26052 -3.87829
C 2.38044 3.85331 3.59588
C -6.10071 0.55950 0.04580
C -1.07997 -0.38422 1.25864
C -3.35672 -3.08831 1.81483
C -6.29117 2.76681 -0.58805
C -5.81772 -2.51641 3.14274
C 0.85627 1.84147 -2.98288
C 3.36523 -0.86055 0.03478
C 6.65435 -2.42908 -3.92540
C 3.06329 2.90110 4.38896
C -4.93852 2.86321 -0.88048
H -0.82418 -1.40261 1.82107
H 2.94229 0.24217 1.73475
H 3.67360 -1.65093 -2.57904
H -1.49038 -0.75328 0.34783
H -0.00222 1.52535 1.03707
H -6.95667 3.46758 -0.98535
H -3.73062 -0.07951 0.16256
H -0.37099 -3.43625 -4.86050
H 6.53199 -2.95570 -4.80635
H 4.11833 4.18559 -3.65393
H -2.39360 -3.35641 1.36207
H -4.39907 -1.58701 4.61559
H 6.99577 0.00748 -1.05792
H -1.34689 -1.32408 -4.16902
H -6.53765 -0.25071 0.56472
H -0.11451 5.21449 6.89476
H -2.35966 -1.84103 4.63808
H 4.51174 -0.99130 -0.06380
H 2.83118 3.94674 -1.21718
H 0.72782 5.32331 3.60935
H -4.36846 -3.64102 0.06875
H -8.36400 0.52822 0.16031
H 2.44816 3.72893 2.48762
H -2.53482 -1.00205 -1.77265
H 4.09586 1.39962 4.14377
H 3.45407 1.96717 6.28657
H 2.06236 -1.96693 -2.88203
H 1.23703 1.24280 -4.91674
H 0.29412 0.34621 2.33610
H 2.24668 3.82853 7.34777
H 0.08339 1.23441 -2.92440
H -0.12752 -4.99563 -2.85457
H 2.85058 -3.16380 -2.00876
H -2.47900 2.21082 -2.01388
H 8.13294 -3.47182 -2.85041
H -1.78151 -0.06946 2.00857
H 0.21037 -1.04150 -1.06586
H 5.39618 -0.72990 -4.65494
H -6.62169 -2.28556 3.61469
H 3.06769 2.77869 -5.42509
H -7.07413 -3.35662 0.36328
H -1.57827 -4.57825 -1.02780
H -4.72272 3.63050 -1.51152
H 8.13195 -2.00693 -0.98918
```

Properties
Energy above the lowest of the compared OMol25 structures with the same formula, charge and spin in eV: 3.101
Highest occupied orbital energy in eV: -9.70
Charge: +1